C53H36Cl5N4NdO2STe as an isolated structure at a distorted geometry. Source: the Open Molecules 2025 dataset; level of theory: the ωB97M-V functional and the def2-TZVPD basis.

Cartesian coordinates (Å):
Nd: -1.13058 -0.46585 1.56458
Cl: -4.53925 -1.81201 -0.51524
C: -4.56052 -2.16902 1.23578
C: -3.46675 -1.77289 1.99356
C: -3.53530 -2.17701 3.30421
Cl: -2.10732 -1.88750 4.35464
C: -4.58458 -2.91110 3.85912
Cl: -4.53703 -3.46256 5.47232
C: -5.67163 -3.21541 3.06049
Cl: -7.05576 -4.01611 3.76005
C: -5.65608 -2.88034 1.69271
Cl: -6.97253 -3.21090 0.68006
O: 0.99877 5.46647 6.10895
N: 1.80426 4.54427 6.21123
O: 2.82162 4.57168 6.86687
C: 1.52214 3.32481 5.38013
C: 2.60099 2.52797 5.11922
C: 2.44971 1.39065 4.28277
C: 3.56490 0.63071 3.90578
C: 3.41800 -0.43506 3.09000
C: 2.12844 -0.72780 2.63030
N: 1.03887 -0.00207 2.91098
C: 1.19820 1.04455 3.75580
C: 0.02684 1.87905 4.06664
N: -1.17000 1.46831 3.54014
C: -2.22199 2.16802 3.89768
C: -2.18930 3.30626 4.72208
C: -0.97760 3.74439 5.20771
C: 0.16351 2.98918 4.90225
H: 3.57124 2.81827 5.51394
H: 4.55470 0.92969 4.26221
H: 4.25909 -1.03826 2.72345
H: 1.98295 -1.50052 1.88939
H: -3.22476 1.84728 3.54665
H: -3.10808 3.77881 4.90761
H: -0.91656 4.61650 5.82946
N: -0.37918 -2.48616 0.46718
S: 1.03858 -2.99699 -0.08532
C: 1.14380 -3.00456 -1.85594
C: 0.27669 -2.25848 -2.59766
C: 0.39979 -2.23784 -3.98874
C: 1.50807 -2.87942 -4.58018
C: 2.42089 -3.55578 -3.78005
C: 2.26879 -3.62137 -2.39395
C: 1.05532 -4.74532 0.21355
C: 1.88306 -5.18022 1.23842
C: 1.89758 -6.54841 1.52879
C: 1.11331 -7.42686 0.80288
C: 0.28575 -6.95026 -0.21984
C: 0.22275 -5.60377 -0.48453
H: -1.15341 -3.04503 0.17964
H: -0.42939 -1.65671 -2.05027
H: -0.31102 -1.66809 -4.55908
H: 1.65751 -2.82716 -5.66413
H: 3.28056 -4.04756 -4.26191
H: 3.01071 -4.14132 -1.77807
H: 2.53940 -4.48810 1.72009
H: 2.61290 -6.89364 2.24381
H: 1.19266 -8.48149 1.00866
H: -0.30743 -7.68311 -0.81871
H: -0.37204 -5.24630 -1.34112
C: -0.12360 0.77377 -0.16808
C: 0.69642 0.86190 -1.13600
C: 1.67424 1.03108 -2.07178
C: 2.89945 0.25840 -2.03024
C: 3.59926 -0.18082 -3.17789
C: 4.67403 -1.04868 -3.06807
C: 5.05621 -1.57290 -1.84822
C: 4.33257 -1.23792 -0.71360
C: 3.30429 -0.28572 -0.79199
C: 1.35281 1.91573 -3.21060
C: 2.35486 2.63850 -3.85131
C: 2.06467 3.46756 -4.92141
C: 0.75019 3.60647 -5.38753
C: -0.27375 2.98661 -4.66411
C: 0.02545 2.11804 -3.65913
H: 3.32286 0.16087 -4.13859
H: 5.20695 -1.31664 -3.96958
H: 5.88030 -2.27141 -1.77641
H: 4.54442 -1.78312 0.20162
H: 2.75917 -0.02231 0.11988
H: 3.37791 2.51445 -3.46994
H: 2.84094 4.01981 -5.40037
H: 0.56679 4.23945 -6.23357
H: -1.32745 3.13921 -5.00118
H: -0.78743 1.70097 -3.08384
C: -2.17203 3.47791 -0.07840
Te: -3.37164 1.71333 0.47547
C: -3.48723 1.70423 -1.64517
C: -3.63590 3.14521 -2.05022
C: -4.28758 3.60663 -3.16618
C: -4.24353 4.97920 -3.53146
C: -3.53560 5.85900 -2.70155
C: -2.90276 5.40296 -1.54475
C: -2.94879 4.05939 -1.25500
H: -1.21821 2.97096 -0.39828
H: -2.04810 4.16173 0.74696
H: -4.30173 1.06608 -2.00087
H: -2.52485 1.25818 -1.97028
H: -4.84161 2.91208 -3.75990
H: -4.74180 5.32002 -4.44367
H: -3.50619 6.89490 -3.03157
H: -2.33830 6.06636 -0.87021

Cartesian forces, eV/Å:
Nd 0.00 0.58 -0.50
Cl 0.24 0.13 0.49
C 0.39 0.19 -0.85
C 0.18 0.10 -0.15
C 0.19 -0.37 0.15
Cl -0.20 0.15 -0.31
C 0.20 0.16 -0.07
Cl 0.02 -0.06 0.52
C -0.65 -0.28 -0.36
Cl 0.42 0.20 -0.38
C 0.28 0.40 1.04
Cl -0.59 -0.35 -0.20
O 0.76 -0.55 0.30
N -0.69 0.21 -0.75
O -0.31 -0.08 -0.09
C 0.24 -0.82 0.08
C -1.00 1.21 0.32
C -0.09 -0.23 -0.22
C 0.84 0.59 0.66
C -0.09 -0.99 -0.81
C -0.58 0.59 -0.35
N 0.90 -0.36 0.38
C -0.54 0.55 -0.07
C 0.27 -1.17 -0.41
N 0.68 0.35 0.37
C -1.17 0.09 -0.04
C 1.41 -0.82 -0.46
C -0.95 -0.34 -0.09
C 1.29 0.83 0.28
H -0.16 -0.16 -0.10
H -0.33 -0.09 -0.07
H -0.41 0.35 0.30
H 0.02 -0.27 0.09
H 0.83 0.01 0.02
H -0.90 0.73 0.40
H 0.03 0.09 0.04
N 0.98 0.41 0.21
S -0.41 0.17 0.49
C 1.01 -0.14 0.41
C -0.43 0.23 -0.59
C 1.05 -0.25 0.29
C -0.98 0.40 0.14
C 0.61 -0.42 0.00
C -0.02 -0.23 -0.74
C 0.12 0.28 0.49
C -0.55 -0.88 -0.72
C 0.16 0.69 -0.39
C 0.02 0.30 -0.14
C -0.51 -1.34 -0.03
C -0.09 0.15 -1.08
H -0.66 -0.72 -0.41
H -0.49 0.13 -0.15
H -0.04 0.12 -0.27
H -0.08 -0.06 0.47
H -0.41 0.32 0.38
H -0.37 0.20 -0.21
H 0.26 0.27 0.36
H 0.11 -0.34 0.47
H -0.11 -0.17 -0.04
H 0.51 0.82 0.58
H 0.25 -0.07 0.60
C 0.41 -0.43 -0.77
C -0.76 0.06 2.16
C -0.21 0.46 -1.36
C -0.47 -0.58 0.44
C 0.59 -0.09 1.13
C -0.17 0.51 -0.31
C 0.13 -0.46 0.28
C -0.53 0.51 -0.25
C 0.52 -0.87 0.37
C -0.32 -0.31 0.14
C 0.53 -0.15 0.06
C -0.87 -0.27 -0.14
C 0.62 -0.03 0.91
C -0.72 0.52 -1.86
C 0.34 -0.04 1.32
H -0.38 0.35 -0.83
H 0.08 -0.12 -0.07
H 0.01 -0.04 -0.05
H 0.06 0.33 0.21
H 0.08 0.05 -0.43
H -0.40 0.26 -0.32
H 0.53 0.25 -0.30
H -0.25 0.21 -0.22
H 0.89 -0.16 0.48
H -0.01 -0.37 0.00
C -0.09 -1.11 -0.64
Te 0.06 0.80 0.05
C -0.14 -0.77 -0.60
C 0.63 0.13 0.25
C -0.22 1.07 -0.55
C 0.41 -0.86 0.91
C -0.55 0.01 -0.90
C 0.12 0.46 -0.09
C 0.81 -0.44 1.09
H -0.70 0.71 0.39
H 0.17 0.13 0.17
H 0.12 0.13 0.12
H -0.45 0.33 0.10
H -0.26 -0.32 -0.45
H 0.20 -0.08 0.43
H 0.16 -0.04 0.40
H -0.36 -0.21 -0.53

Values from the calculation:
**Spin multiplicity**: 4
**Frontier orbital gap (alpha / beta)**: 3.194 / 3.238 eV
**⟨S²⟩**: 3.759
**E_tot**: -161612.4314 eV
**Highest occupied orbital energy (alpha / beta)**: -4.9 / -4.9 eV
**Relative energy (zero: lowest compared OMol25 entry of this formula, charge and spin)**: 0.0 kJ/mol

Atomic partial charges in e from the Löwdin method, atoms 1 to 99:
1 Nd 1.35
2 Cl 0.59
3 C -0.69
4 C -0.33
5 C -0.69
6 Cl 0.57
7 C -0.74
8 Cl 0.69
9 C -0.68
10 Cl 0.66
11 C -0.74
12 Cl 0.70
13 O 0.07
14 N -0.33
15 O 0.09
16 C -0.03
17 C 0.07
18 C -0.13
19 C 0.01
20 C -0.03
21 C -0.11
22 N 0.01
23 C -0.13
24 C -0.12
25 N 0.03
26 C -0.15
27 C 0.00
28 C 0.03
29 C -0.06
30 H 0.14
31 H 0.14
32 H 0.12
33 H 0.06
34 H 0.09
35 H 0.10
36 H 0.11
37 N -0.45
38 S 1.04
39 C -0.41
40 C -0.08
41 C -0.03
42 C -0.06
43 C -0.08
44 C -0.08
45 C -0.40
46 C -0.07
47 C -0.07
48 C -0.07
49 C -0.07
50 C -0.08
51 H 0.00
52 H 0.09
53 H 0.11
54 H 0.11
55 H 0.12
56 H 0.12
57 H 0.10
58 H 0.10
59 H 0.10
60 H 0.13
61 H 0.13
62 C -0.31
63 C -0.23
64 C -0.22
65 C -0.18
66 C -0.04
67 C -0.11
68 C -0.14
69 C -0.12
70 C -0.05
71 C -0.18
72 C -0.06
73 C -0.10
74 C -0.11
75 C -0.11
76 C -0.05
77 H 0.10
78 H 0.10
79 H 0.09
80 H 0.08
81 H 0.08
82 H 0.12
83 H 0.09
84 H 0.08
85 H 0.11
86 H 0.08
87 C -0.34
88 Te 1.21
89 C -0.42
90 C -0.32
91 C -0.04
92 C -0.07
93 C -0.08
94 C -0.04
95 C -0.30
96 H 0.04
97 H 0.05
98 H 0.05
99 H 0.05


C53H38AsI4IrN4 as an isolated structure at a distorted geometry. Source: the Open Molecules 2025 dataset; level of theory: the ωB97M-V functional and the def2-TZVPD basis.

Cartesian coordinates (Å):
Ir: 0.21709 0.29590 -0.58975
I: 2.66251 -8.89979 0.07240
C: 2.42181 -6.85317 -0.18071
C: 1.44448 -6.36589 -1.03436
C: 1.30482 -4.99985 -1.20948
C: 2.14924 -4.07695 -0.57190
C: 3.06909 -4.60255 0.34675
C: 3.21453 -5.96487 0.53347
C: 1.92609 -2.63136 -0.78624
C: 1.20812 -2.22382 -1.93828
C: 1.32772 -2.83558 -3.23933
C: 0.74386 -2.00069 -4.13037
C: 0.20383 -0.89368 -3.39227
C: -0.55146 0.13585 -3.93512
C: -0.59926 0.27002 -5.42068
C: 0.47184 0.88769 -6.05954
C: 0.45798 1.08223 -7.43283
C: -0.63383 0.64923 -8.17273
I: -0.66629 0.94839 -10.23270
C: -1.69860 0.01393 -7.55199
C: -1.68312 -0.16217 -6.17499
C: -1.21546 1.10595 -3.16825
N: -1.00833 1.29223 -1.83117
C: -1.88221 2.21071 -1.39999
C: -1.92569 2.71425 -0.07432
C: -3.21556 2.93834 0.46849
C: -4.43667 1.08188 1.59263
C: -5.47520 1.78662 2.42458
C: -5.54108 3.11400 2.62027
I: -7.02421 3.79740 3.93999
C: -4.66043 4.14641 2.12150
C: -3.57083 4.01143 1.29218
C: -0.77062 2.79453 0.76049
C: -0.48671 3.66441 1.86272
C: 0.77681 3.37222 2.27860
C: 1.23930 2.26193 1.49281
N: 0.26182 1.93840 0.59293
C: 2.43715 1.56787 1.66741
C: 2.72470 0.31639 1.10628
C: 3.94981 -0.40252 1.25010
C: 3.79400 -1.60150 0.62729
C: 2.47765 -1.62565 0.06040
N: 1.86329 -0.43760 0.32808
C: 3.48766 2.23419 2.48266
C: 4.03847 1.62939 3.60956
C: 5.05030 2.25005 4.32550
C: 5.53462 3.47963 3.90095
I: 7.08083 4.39815 4.94739
C: 4.99922 4.09709 2.77926
C: 3.97022 3.47880 2.08485
C: -2.69754 2.64749 -2.48316
C: -2.24969 1.98807 -3.59970
N: 0.50982 -1.06514 -2.05229
H: 0.77988 -7.04555 -1.55019
H: 0.49298 -4.64804 -1.82923
H: 3.67775 -3.95081 0.94867
H: 3.93780 -6.33443 1.24735
H: 1.86192 -3.74545 -3.45526
H: 0.66930 -2.11598 -5.19981
H: 1.31945 1.22774 -5.47660
H: 1.29379 1.56761 -7.91760
H: -2.53858 -0.34301 -8.13204
H: -2.51643 -0.65419 -5.68723
H: -4.80635 0.06847 1.38631
H: -6.19219 1.15047 2.92728
H: -4.82730 5.13701 2.52281
H: -2.94205 4.89009 1.20795
H: -1.14052 4.41368 2.27339
H: 1.33311 3.85309 3.06650
H: 4.83522 -0.04143 1.74554
H: 4.56677 -2.33111 0.46100
H: 3.65660 0.67181 3.94339
H: 5.46096 1.77444 5.20553
H: 5.38351 5.05037 2.44360
H: 3.55374 3.95694 1.20641
H: -3.47137 3.39740 -2.41804
H: -2.60882 2.08294 -4.61171
C: -4.20132 1.78140 0.22689
C: -3.77292 0.67479 -0.71546
C: -2.76694 -0.21011 -0.50901
C: -1.74000 -0.03660 0.47397
C: -1.93705 0.55059 1.77008
C: -3.11276 0.96110 2.31308
H: -5.14995 2.19647 -0.11732
H: -4.41627 0.49768 -1.56934
H: -2.63386 -1.00695 -1.23234
H: -1.05539 0.66513 2.38439
H: -3.09571 1.32426 3.33676
C: -0.08095 -1.12089 4.40678
As: -0.15536 -1.86163 2.58729
C: 1.16617 -3.27199 2.89615
C: -1.75311 -2.97698 2.82156
H: -0.17594 -1.93334 5.12789
H: -0.88080 -0.40176 4.58521
H: 0.87826 -0.62487 4.55717
H: 0.98775 -3.74732 3.86177
H: 2.17143 -2.84870 2.88729
H: 1.09597 -4.02616 2.11342
H: -1.67395 -3.58175 3.72566
H: -1.85813 -3.64084 1.96296
H: -2.64425 -2.35191 2.88971

Cartesian forces, eV/Å:
Ir -2.38 -0.12 1.14
I -0.01 -0.04 0.01
C -0.01 0.01 0.03
C -0.01 0.04 -0.02
C -0.04 -0.01 0.01
C 0.02 0.08 -0.02
C 0.08 0.02 -0.07
C -0.01 0.03 -0.02
C 0.02 -0.09 -0.03
C 0.00 -0.07 0.03
C -0.04 -0.05 0.02
C -0.05 0.11 0.02
C -0.04 -0.08 0.03
C 0.03 0.07 0.03
C -0.18 -0.03 0.03
C -0.01 0.00 -0.05
C -0.02 -0.02 0.07
C 0.06 -0.04 -0.02
I 0.00 -0.01 -0.03
C -0.05 0.01 0.06
C 0.02 -0.08 0.02
C 0.05 -0.12 -0.10
N 0.43 0.07 -0.24
C 0.27 0.57 -0.20
C 0.07 0.48 0.12
C -0.40 -0.25 -0.59
C -0.04 0.31 0.17
C 0.16 -0.16 0.13
C -0.08 0.04 -0.04
I -0.05 0.05 -0.05
C 0.10 -0.18 0.10
C -0.09 -0.02 0.06
C 0.19 0.29 -0.24
C -0.05 -0.02 -0.02
C -0.02 -0.07 -0.04
C 0.01 0.02 0.22
N 0.22 0.05 -0.15
C -0.06 0.00 0.02
C 0.04 0.02 -0.04
C -0.06 0.01 0.07
C -0.08 -0.06 -0.01
C -0.07 0.01 0.10
N 0.12 -0.03 -0.09
C 0.05 -0.12 0.02
C -0.08 0.01 0.07
C -0.02 -0.02 -0.02
C 0.00 0.00 -0.02
I 0.02 0.02 0.02
C -0.06 -0.02 0.02
C 0.04 0.02 -0.02
C -0.03 -0.02 -0.03
C -0.06 0.01 0.09
N 0.11 -0.12 -0.04
H 0.00 0.01 0.00
H 0.01 -0.02 -0.01
H 0.00 -0.03 0.03
H 0.02 0.01 -0.02
H 0.01 0.02 0.03
H 0.05 0.00 0.02
H 0.00 0.00 -0.01
H -0.02 0.00 -0.01
H 0.00 0.03 -0.01
H 0.00 0.01 -0.01
H 0.00 0.01 0.01
H -0.01 0.01 -0.01
H -0.01 -0.02 0.05
H 0.00 0.00 0.00
H 0.04 0.04 -0.05
H 0.00 -0.02 -0.01
H 0.00 0.03 -0.06
H -0.02 -0.02 0.06
H 0.03 0.00 -0.01
H 0.00 0.01 0.00
H -0.01 0.00 0.01
H 0.02 -0.01 0.00
H 0.06 0.02 -0.02
H 0.06 0.03 0.00
C 0.18 0.12 0.09
C -0.24 -0.39 0.60
C -0.67 -0.88 0.54
C 2.46 1.87 -1.85
C -0.33 -0.65 0.40
C -0.01 -0.44 -0.23
H -0.07 -0.12 0.01
H 0.17 0.15 -0.15
H 0.17 0.15 -0.12
H 0.00 -0.03 -0.01
H 0.08 0.06 -0.04
C -0.04 -0.03 0.01
As 0.02 -0.48 0.22
C 0.00 -0.06 0.06
C 0.02 -0.04 0.09
H 0.00 0.03 0.02
H 0.01 0.01 -0.04
H -0.01 0.02 -0.02
H 0.00 0.00 -0.01
H -0.02 0.01 -0.03
H 0.00 0.03 -0.02
H -0.02 0.01 0.00
H 0.01 0.02 -0.01
H 0.01 0.01 -0.01

Values from the calculation:
**Spin multiplicity**: 2
**Net charge**: +1
**Frontier orbital gap (alpha / beta)**: 4.452 / 4.725 eV
**⟨S²⟩**: 1.185
**E_tot**: -157608.2757 eV
**Highest occupied orbital energy (alpha / beta)**: -9.3 / -9.8 eV

Atomic partial charges in e from the Löwdin method, atoms 1 to 99:
1 Ir 1.41
2 I 0.91
3 C -0.74
4 C -0.13
5 C -0.03
6 C -0.15
7 C -0.04
8 C -0.13
9 C -0.02
10 C -0.23
11 C 0.00
12 C 0.03
13 C -0.21
14 C -0.05
15 C -0.21
16 C -0.01
17 C -0.14
18 C -0.74
19 I 0.90
20 C -0.14
21 C -0.03
22 C -0.21
23 N -0.07
24 C -0.30
25 C -0.08
26 C -0.12
27 C -0.23
28 C -0.14
29 C -0.71
30 I 0.92
31 C -0.11
32 C -0.03
33 C -0.23
34 C 0.02
35 C 0.03
36 C -0.22
37 N -0.06
38 C -0.05
39 C -0.22
40 C 0.01
41 C -0.01
42 C -0.24
43 N -0.09
44 C -0.20
45 C -0.03
46 C -0.14
47 C -0.74
48 I 0.90
49 C -0.13
50 C -0.02
51 C 0.01
52 C 0.03
53 N -0.05
54 H 0.10
55 H 0.11
56 H 0.09
57 H 0.10
58 H 0.12
59 H 0.13
60 H 0.13
61 H 0.10
62 H 0.10
63 H 0.13
64 H 0.16
65 H 0.09
66 H 0.08
67 H 0.12
68 H 0.10
69 H 0.12
70 H 0.12
71 H 0.11
72 H 0.12
73 H 0.10
74 H 0.10
75 H 0.13
76 H 0.13
77 H 0.12
78 C -0.16
79 C 0.01
80 C -0.10
81 C -0.07
82 C -0.17
83 C 0.06
84 H 0.16
85 H 0.14
86 H 0.12
87 H 0.07
88 H 0.14
89 C -0.30
90 As 1.10
91 C -0.31
92 C -0.31
93 H 0.03
94 H 0.01
95 H 0.02
96 H 0.03
97 H 0.02
98 H 0.01
99 H 0.03